{
  "formula": "C20H68N14O14",
  "method": "ωB97M-V/def2-TZVPD",
  "species": ["C", "C", "O", "H", "H", "H", "H", "H", "H", "C", "C", "O", "H", "H", "H", "H", "H", "H", "C", "C", "O", "H", "H", "H", "H", "H", "H", "C", "C", "O", "H", "H", "H", "H", "H", "H", "C", "C", "O", "H", "H", "H", "H", "H", "H", "C", "C", "O", "H", "H", "H", "H", "H", "H", "C", "O", "N", "N", "H", "H", "H", "H", "C", "O", "N", "N", "H", "H", "H", "H", "C", "O", "N", "N", "H", "H", "H", "H", "C", "O", "N", "N", "H", "H", "H", "H", "C", "O", "N", "N", "H", "H", "H", "H", "C", "O", "N", "N", "H", "H", "H", "H", "C", "O", "N", "N", "H", "H", "H", "H", "C", "O", "H", "H", "H", "H"],
  "xyz": [[21.32500, -13.84700, 2.59900], [19.93400, -13.22100, 2.37400], [19.96300, -11.83100, 2.18600], [21.27000, -14.89600, 2.71900], [21.87500, -13.45800, 3.46600], [21.97900, -13.69700, 1.75600], [19.31100, -13.37800, 3.30300], [19.38100, -13.80400, 1.56900], [19.15800, -11.58900, 1.80200], [15.77900, -5.97000, 3.67500], [15.13400, -7.31700, 3.47300], [15.42400, -8.17500, 4.52400], [16.83900, -5.87800, 3.39900], [15.53400, -5.62400, 4.66400], [15.16800, -5.32900, 3.10600], [15.58600, -7.75800, 2.56800], [14.07200, -7.30400, 3.26500], [15.17900, -9.06500, 4.22800], [21.98000, -10.04800, 5.49200], [22.89600, -10.97200, 4.74300], [23.75900, -10.26400, 3.92900], [21.18100, -9.58900, 4.80100], [22.65800, -9.24800, 5.82300], [21.41800, -10.47300, 6.31700], [22.14400, -11.56400, 4.17500], [23.56400, -11.51300, 5.33000], [23.56200, -10.35400, 2.94100], [18.62500, -8.64200, 7.14300], [17.78900, -7.42600, 7.17300], [18.36700, -6.41400, 6.43500], [18.16600, -9.51000, 7.53300], [19.51400, -8.49100, 7.71600], [18.84800, -8.95300, 6.16500], [17.50000, -7.02700, 8.10700], [16.79100, -7.76800, 6.83300], [17.89500, -5.63600, 6.58100], [13.49500, -13.81600, 8.52200], [13.59800, -12.93800, 7.30000], [15.04600, -12.84700, 7.13900], [12.49400, -13.76200, 8.98000], [14.09800, -13.53900, 9.37100], [13.80500, -14.81600, 8.18900], [13.15100, -11.95300, 7.47300], [13.16400, -13.52500, 6.47900], [15.33800, -12.17800, 7.80700], [20.90600, -13.71500, 6.05700], [20.27500, -15.06300, 5.63500], [20.30400, -15.96900, 6.75900], [20.54800, -12.89100, 5.44200], [21.99200, -13.77100, 6.05600], [20.50100, -13.36300, 6.94400], [20.81100, -15.45000, 4.77000], [19.26900, -14.97500, 5.28900], [19.56200, -16.52500, 6.77500], [17.69400, -11.67500, 5.41800], [17.97700, -12.85100, 6.07400], [18.54800, -11.00200, 4.74400], [16.53400, -11.09200, 5.57300], [19.46600, -11.46700, 4.66000], [18.37500, -10.01300, 4.51700], [15.99700, -11.72200, 6.13900], [16.41400, -10.05200, 5.76800], [18.02000, -14.99400, 9.64200], [18.46000, -16.15500, 10.31900], [16.92400, -14.42500, 9.97100], [18.62100, -14.32600, 8.66700], [16.44800, -14.80600, 10.78800], [16.79700, -13.44500, 9.67700], [19.38600, -14.79600, 8.27300], [18.19900, -13.71900, 8.04400], [15.46900, -10.40200, 2.27800], [14.66200, -9.75500, 1.32400], [16.80500, -10.38200, 2.24900], [15.11200, -10.66900, 3.50000], [17.23000, -10.17300, 1.32800], [17.39000, -10.99500, 2.81200], [14.10700, -10.65800, 3.69900], [15.82400, -10.88700, 4.28600], [16.86300, -10.83600, 9.92200], [16.65900, -11.82900, 9.03000], [17.82500, -10.74100, 10.79300], [16.01700, -9.83000, 10.05500], [18.65700, -11.40000, 10.73100], [17.96500, -9.97400, 11.47600], [15.32000, -9.75000, 9.25000], [16.28600, -8.91200, 10.42500], [16.83400, -16.02400, 5.97400], [17.74300, -17.02200, 6.29100], [16.50600, -15.76900, 4.72500], [16.13900, -15.45300, 6.85800], [16.87800, -16.38200, 3.95500], [15.88400, -15.01900, 4.55800], [16.49000, -15.52800, 7.75500], [15.80000, -14.50900, 6.65800], [13.96800, -8.32400, 7.63700], [14.69700, -9.40600, 7.43200], [12.97900, -8.34300, 8.47300], [14.22400, -7.16200, 7.00000], [13.10300, -9.11000, 9.10600], [12.74200, -7.48800, 8.88500], [14.91100, -7.11300, 6.20900], [13.68900, -6.33900, 7.27300], [19.25300, -8.00500, 3.24100], [20.01400, -8.54300, 2.16900], [18.13100, -8.52400, 3.66700], [19.68900, -7.05600, 3.91900], [17.64400, -9.14700, 3.00300], [17.57800, -7.75700, 4.28900], [20.74800, -6.97800, 3.75000], [19.32900, -6.76800, 4.84600], [13.93300, -13.95200, 3.83400], [15.21200, -13.41400, 3.92900], [13.13700, -13.16400, 3.82400], [13.64800, -14.66200, 4.61500], [13.76800, -14.40900, 2.94400], [15.21300, -12.47600, 3.74600]],
  "forces_ev_per_angstrom": [[-0.041, 1.482, -0.134], [-0.924, -1.981, 1.270], [2.286, -0.234, 0.286], [-0.421, -1.135, 0.198], [-0.487, 0.030, -0.133], [0.126, 0.285, -0.580], [0.527, -0.372, -0.613], [0.746, 0.908, 0.529], [-1.597, 0.789, -1.037], [-0.637, -0.443, 0.334], [1.248, -0.289, -2.080], [0.175, -0.337, 1.655], [-0.417, -0.111, 0.269], [0.516, 0.190, 0.860], [-0.227, 1.210, -1.237], [-0.323, 0.242, -0.039], [-0.408, 0.460, 0.180], [-0.027, 0.123, 0.194], [-0.518, 1.934, -0.416], [-2.824, -0.250, -1.426], [0.607, 1.021, -3.452], [1.345, -0.574, 0.691], [-0.644, 0.170, 0.374], [0.255, -0.325, 0.282], [1.213, -0.467, 0.078], [0.382, -1.497, 1.548], [0.115, 0.152, 2.313], [0.691, 0.316, 1.178], [-2.360, -1.508, -0.257], [1.589, -0.858, -1.472], [-0.985, -0.806, 0.875], [0.951, -0.007, 0.116], [0.644, 0.141, -1.399], [0.368, 0.122, 1.797], [0.226, 0.458, -0.750], [-1.054, 2.119, 0.212], [-1.415, -0.513, 0.487], [1.344, -0.646, 1.244], [-0.979, 1.440, -0.571], [-0.099, -0.646, -0.540], [0.799, 0.458, -0.081], [-0.404, 0.071, 0.576], [0.026, -0.076, -0.523], [0.194, 0.826, -0.099], [0.215, -0.815, -0.090], [-0.282, -0.872, -1.801], [0.445, -0.156, 0.987], [2.744, 2.164, -0.423], [0.381, -0.213, -0.839], [0.005, 0.140, 0.182], [-0.382, 0.089, 2.281], [0.397, -0.364, 0.163], [-0.876, 0.484, 0.002], [-2.315, -1.338, -0.436], [3.010, -6.617, 5.058], [-1.558, 5.167, -3.607], [3.417, -0.174, -1.629], [-3.000, 2.517, 1.099], [-0.610, 0.963, -0.216], [0.595, -0.441, -0.157], [-1.285, -0.117, 0.700], [0.554, -1.826, 0.149], [3.917, -6.552, 3.042], [-1.862, 5.932, -3.747], [-4.328, 1.457, 2.225], [2.570, -1.408, 0.708], [0.223, 0.305, -0.496], [-0.310, -0.636, 0.295], [1.386, -0.829, -0.702], [-1.497, 1.481, -1.158], [-3.698, 5.354, -5.312], [4.308, -4.143, 4.847], [2.533, -0.473, -3.657], [-3.334, -1.183, 1.874], [-0.474, -0.179, 0.708], [-0.444, -0.224, 0.061], [0.495, -0.130, -0.106], [-0.828, -0.119, -0.404], [-1.457, -3.199, -3.445], [1.041, 4.313, 3.655], [5.112, -1.867, 1.805], [-3.633, 2.188, -2.237], [-1.784, 1.054, 0.043], [-0.612, -0.895, -1.060], [1.286, -0.218, 1.143], [0.122, -0.980, -0.125], [6.026, -7.843, -1.090], [-3.681, 4.416, -1.516], [1.244, -1.616, -2.712], [-2.861, 3.291, 2.041], [-0.571, 1.309, 1.535], [-0.156, 0.550, -0.608], [0.652, -0.332, 2.187], [-0.019, -0.295, 0.168], [5.061, -2.823, -3.513], [-2.241, 3.301, 0.578], [-1.462, -1.225, 1.801], [0.512, 0.604, -0.552], [-0.588, -0.305, 0.393], [-0.763, 1.201, 0.702], [-1.157, -0.478, 1.113], [0.343, -0.398, -0.482], [3.967, -5.832, -8.004], [-4.188, 2.333, 5.154], [-3.828, 1.754, 2.029], [5.779, 5.098, 2.965], [-0.311, 1.115, 0.513], [1.063, -3.044, -2.103], [-2.278, 0.452, 0.433], [0.199, -0.351, -0.823], [-1.888, 2.059, 1.676], [0.690, -0.643, 0.445], [0.535, -0.278, 0.389], [0.567, 0.135, 0.244], [-0.109, -1.728, -2.889], [-0.307, 0.066, -0.160]],
  "mulliken_charge": [-1.4996, 0.6471, -0.4306, 0.4476, 0.2807, 0.3925, -0.3267, 0.3838, 0.2314, -1.3137, -0.3269, 0.3805, 0.2576, 0.2181, 0.5012, 0.2960, 0.6220, -0.2642, -0.7437, 0.1601, -0.6566, -0.1027, 0.4834, 0.2091, -0.2214, 0.3906, 0.3556, 0.1170, -0.0464, -0.6183, -0.2413, 0.5992, -0.6975, 0.6544, -0.2204, 0.2738, -1.2580, -0.1534, -0.1506, 0.4129, 0.1954, 0.3482, 0.2957, 0.1149, -0.3804, -0.3688, 0.0558, -0.6374, -0.5533, 0.5008, 0.4341, 0.2442, -0.1678, 0.4217, -1.0640, 0.5910, 2.4126, 2.6724, -0.9817, -0.8385, -0.4331, -1.1780, 0.0380, -0.7893, -0.0248, 0.0923, 0.2301, 0.2364, 0.2387, -0.1823, -0.0828, -0.7279, 0.1139, -0.3454, 0.3271, -0.3434, 0.1367, 0.4535, 0.0485, -0.1714, -0.4138, -0.3776, 0.3007, 0.1970, -0.0297, 0.3024, 0.5335, -0.9322, -0.0262, 0.0403, 0.2789, 0.2092, 0.1722, -0.2784, 0.3712, -0.0552, -0.4738, -0.2297, 0.3375, 0.2036, -0.2687, 0.1987, 0.0499, -0.7599, 0.4297, -0.1503, 0.3049, -0.5554, 0.3724, 0.2543, -1.0164, -0.5757, 0.3471, 0.3488, 0.3389, 0.5774],
  "orbital_gap_ev": 6.96,
  "homo_energy_ha": -0.2875,
  "de_lowest_kj_mol": 973.6
}